# C2H8NO3P2S

A gas-phase ion, C2H8NO3P2S (charge -1) (the ωB97M-V functional and the def2-TZVPD basis, the Open Molecules 2025 dataset).

Summary:
SMILES string = C[P@]([O-])(=S)N[P@](C)(=O)O
E_LUMO = 3.567 eV
Relative energy (zero: lowest compared OMol25 entry of this formula, charge and spin) = 0.00 kJ/mol

ORCA input file:
```
! RIJCOSX wB97M-V def2-TZVPD def2/J DEFGRID3
* xyz -1 1
C 1.68616 -1.77691 -0.57844
C -2.10816 1.74871 0.38126
N 0.02578 0.06413 1.01198
O 2.74614 -0.04656 1.40336
O 1.75696 0.83643 -0.79494
O -0.73904 0.27544 -1.55646
P 1.74307 -0.18425 0.40918
P -1.33400 0.09102 -0.20097
S -2.57979 -1.34318 0.25943
H 2.62543 -2.16924 -0.97765
H 1.16462 -2.54187 0.01571
H 1.02265 -1.55351 -1.41609
H -1.21746 2.30654 0.49162
H -2.77784 2.18872 -0.44655
H -2.59126 1.55486 1.34152
H -0.25967 -0.28935 1.89598
H 0.83642 0.83904 -1.23896
*
```